C56H154N14O14 | the ωB97M-V functional and the def2-TZVPD basis

Each line ends with the Löwdin charge.
Atoms and positions in Å:
C  -6.01679  -4.52221  -1.85860  -0.061
C  -5.25383  -4.62659  -0.53532  -0.432
C  -4.62361  -3.37083  -0.02550  -0.160
O  -3.87310  -2.76922  -1.13005  -0.223
C  -2.56366  -3.26272  -1.27615  -0.121
N  -6.26524  -5.29959  0.34062  0.045
H  -5.34505  -4.01489  -2.55104  0.055
H  -6.92777  -3.92408  -1.83744  0.080
H  -6.39646  -5.50927  -2.12256  0.085
H  -4.44845  -5.32959  -0.74802  0.130
H  -4.16081  -3.51233  0.95118  0.121
H  -5.33303  -2.58779  0.24220  0.118
H  -1.87468  -2.69917  -1.90530  0.080
H  -2.50020  -4.30320  -1.59470  0.086
H  -1.98238  -3.17570  -0.35820  0.073
H  -5.97322  -5.24313  1.30583  0.063
H  -7.02422  -4.64776  0.20226  0.060
C  -0.15198  -6.57622  -6.81170  -0.074
C  -0.50937  -5.20688  -6.27769  -0.446
C  -0.28250  -5.01727  -4.77770  -0.161
O  1.09290  -4.59932  -4.50725  -0.200
C  1.47982  -4.89219  -3.16073  -0.108
N  0.17422  -4.22820  -7.07428  0.053
H  -0.76792  -7.33622  -6.33095  0.075
H  0.87680  -6.82182  -6.54830  0.080
H  -0.18988  -6.66346  -7.89753  0.076
H  -1.59352  -5.15723  -6.37890  0.126
H  -0.65199  -5.75503  -4.06547  0.119
H  -0.93730  -4.25771  -4.35061  0.100
H  2.52946  -4.72308  -2.92038  0.069
H  1.31144  -5.91159  -2.81349  0.087
H  1.04562  -4.19612  -2.44306  0.078
H  1.06792  -4.11385  -6.61785  0.062
H  0.38539  -4.49091  -8.02638  0.073
C  4.92446  1.57974  -3.52731  -0.052
C  4.43645  2.44541  -4.77082  -0.315
C  5.58861  2.99685  -5.61751  -0.200
O  6.38075  3.90297  -4.84794  -0.177
C  7.32206  4.66297  -5.57467  -0.126
N  3.75923  1.35333  -5.59412  0.028
H  5.65488  0.86726  -3.91065  0.047
H  4.13129  1.05128  -2.99842  0.074
H  5.61843  2.15543  -2.91487  0.066
H  3.65294  3.18548  -4.60800  0.125
H  5.26874  3.43351  -6.56361  0.121
H  6.15230  2.10304  -5.88486  0.121
H  8.11885  4.03512  -5.97344  0.076
H  7.89704  5.43124  -5.05769  0.086
H  6.95545  5.04163  -6.52877  0.079
H  3.04076  0.92466  -5.02831  0.015
H  4.27154  0.49396  -5.73232  0.049
C  -3.11676  -1.69964  3.44723  -0.078
C  -2.54514  -0.60832  4.24793  -0.415
C  -1.20648  -0.99657  5.00795  -0.164
O  -1.22796  -2.34527  5.40790  -0.169
C  0.05350  -2.85271  5.60767  -0.109
N  -2.28448  0.49002  3.36264  0.060
H  -3.18084  -2.53457  4.14500  0.080
H  -2.49008  -1.99391  2.60533  0.070
H  -4.15846  -1.53896  3.16953  0.085
H  -3.35651  -0.30191  4.90816  0.129
H  -1.17499  -0.34447  5.88081  0.114
H  -0.31322  -0.65764  4.48325  0.098
H  0.08734  -3.60394  6.39673  0.090
H  0.84745  -2.13729  5.82197  0.074
H  0.31015  -3.37580  4.68647  0.084
H  -2.61502  0.37164  2.41563  0.055
H  -1.28744  0.58631  3.23327  0.053
C  -0.41809  2.21400  -3.29511  -0.031
C  0.30562  2.27134  -4.69919  -0.413
C  0.68518  0.92984  -5.30348  -0.245
O  1.34076  0.11197  -4.39507  -0.185
C  1.07602  -1.21736  -4.80342  -0.095
N  -0.56857  3.00979  -5.54631  0.010
H  -1.30759  1.61031  -3.47521  0.052
H  -0.80946  3.13526  -2.86361  0.072
H  0.17805  1.78108  -2.49180  0.069
H  1.04151  3.05918  -4.53833  0.119
H  1.12791  0.94598  -6.29939  0.128
H  -0.30960  0.55528  -5.54478  0.111
H  1.68830  -1.92770  -4.24788  0.081
H  1.13591  -1.38448  -5.87886  0.091
H  0.04571  -1.53858  -4.65054  0.079
H  -0.22343  3.31505  -6.44508  0.077
H  -0.94334  3.86949  -5.17139  0.075
C  2.11612  0.33921  0.87744  -0.069
C  1.32032  -0.79717  1.32568  -0.487
C  -0.09473  -0.97143  0.75285  -0.165
O  -0.78966  0.28699  0.73251  -0.211
C  -1.90693  0.21853  -0.16217  -0.094
N  2.11581  -1.95934  1.11495  0.038
H  2.54339  0.26085  -0.12225  0.085
H  3.01857  0.46850  1.47490  0.079
H  1.60777  1.29717  0.98706  0.077
H  1.28425  -0.73533  2.41332  0.119
H  -0.63394  -1.72052  1.33270  0.105
H  -0.05259  -1.35783  -0.26550  0.118
H  -2.53357  1.10791  -0.09554  0.060
H  -2.55738  -0.65528  -0.12372  0.073
H  -1.47432  0.31702  -1.15778  0.080
H  2.95125  -1.89486  1.67886  0.080
H  1.55842  -2.71547  1.48600  0.069
C  5.31840  -3.12967  -2.52073  -0.056
C  6.28503  -2.19247  -3.21822  -0.445
C  7.74513  -2.56597  -3.22868  -0.203
O  8.20308  -2.62272  -1.88150  -0.171
C  8.77137  -1.39169  -1.47652  -0.119
N  5.83412  -1.65153  -4.49596  0.053
H  4.26831  -2.83843  -2.54494  0.070
H  5.49526  -3.14169  -1.44524  0.073
H  5.56254  -4.17233  -2.72403  0.079
H  6.27607  -1.36479  -2.50901  0.120
H  8.37596  -2.01162  -3.92355  0.123
H  7.86447  -3.57809  -3.61529  0.121
H  9.41262  -1.52401  -0.60509  0.084
H  8.07942  -0.58430  -1.23685  0.082
H  9.48722  -0.99365  -2.19569  0.083
H  5.09255  -0.97982  -4.35815  0.027
H  5.55249  -2.43445  -5.06853  0.076
C  5.26424  4.56453  3.12572  -0.048
C  4.98993  5.04185  4.55540  -0.452
C  4.77620  6.59386  4.64554  -0.184
O  6.04308  7.14984  4.90903  -0.203
C  6.12539  8.53433  4.87224  -0.112
N  3.81645  4.41090  5.01252  0.033
H  5.30040  3.47588  3.08524  0.068
H  6.18801  4.96635  2.70944  0.084
H  4.46063  4.75085  2.41326  0.055
H  5.84573  4.90240  5.21589  0.135
H  4.14048  6.71060  5.52323  0.118
H  4.24286  6.91305  3.75014  0.112
H  7.09375  8.97092  5.11672  0.088
H  5.51065  8.73823  5.74895  0.088
H  5.74545  8.88659  3.91327  0.090
H  3.95555  3.42225  4.85977  0.057
H  3.88117  4.55566  6.01000  0.083
C  -4.91366  3.23649  2.79795  -0.093
C  -5.05052  3.72061  4.20807  -0.420
C  -6.50228  3.82995  4.82964  -0.152
O  -7.35220  4.60833  4.02771  -0.219
C  -8.56306  4.96834  4.50733  -0.143
N  -4.34496  2.66706  4.84092  0.032
H  -5.47903  2.31383  2.66701  0.086
H  -3.90693  3.18143  2.38375  0.065
H  -5.28909  4.01846  2.13788  0.081
H  -4.40744  4.60005  4.24188  0.137
H  -6.37614  4.22210  5.83880  0.119
H  -7.05329  2.88979  4.85386  0.124
H  -8.57524  5.06910  5.59259  0.091
H  -9.16099  4.12274  4.16742  0.085
H  -8.89741  5.85745  3.97276  0.093
H  -3.74029  3.11160  5.51683  0.043
H  -3.72911  2.32361  4.11783  0.022
C  2.65748  6.59906  0.91623  -0.072
C  1.25601  6.50661  0.33318  -0.412
C  0.45715  5.31598  0.93116  -0.130
O  -0.67897  4.87302  0.00050  -0.218
C  -1.55811  3.87323  0.57037  -0.095
N  0.28024  7.58536  0.62337  0.023
H  3.29516  5.78640  0.56828  0.075
H  2.66554  6.57867  2.00601  0.059
H  3.15682  7.56150  0.80458  0.076
H  1.35314  6.48639  -0.75230  0.130
H  -0.00534  5.60837  1.87387  0.115
H  1.11367  4.46987  1.13410  0.110
H  -1.08564  2.89211  0.61799  0.070
H  -2.36681  3.76905  -0.15300  0.074
H  -2.06644  4.22107  1.46966  0.071
H  -0.58952  7.11120  0.42644  0.057
H  0.51152  8.41477  0.09545  0.068
C  -1.25006  4.23051  5.63763  -0.057
C  -0.65050  2.99156  6.33853  -0.429
C  0.68026  2.44493  5.74546  -0.170
O  1.00531  1.19968  6.33305  -0.203
C  2.20567  0.59000  5.91092  -0.106
N  -0.57111  3.22965  7.74886  0.042
H  -2.22250  4.41612  6.09370  0.062
H  -1.43575  4.14433  4.56703  0.065
H  -0.57960  5.08959  5.61370  0.080
H  -1.43470  2.25606  6.15923  0.113
H  1.54674  3.09598  5.86140  0.103
H  0.59644  2.28325  4.67078  0.120
H  2.94834  1.35872  5.69739  0.070
H  2.14787  -0.03436  5.01932  0.066
H  2.58545  -0.09404  6.66984  0.090
H  -0.27039  2.44222  8.30529  0.073
H  -1.51635  3.42116  8.04878  0.070
C  -3.40598  -0.14468  -4.56486  -0.074
C  -4.54970  -1.06370  -4.83986  -0.427
C  -4.11127  -2.32708  -5.64148  -0.134
O  -3.70976  -2.08906  -7.05147  -0.194
C  -4.69815  -2.15090  -8.08835  -0.125
N  -5.13814  -1.40146  -3.56226  0.059
H  -2.53594  -0.60410  -4.09576  0.067
H  -3.67189  0.68543  -3.91041  0.060
H  -2.92320  0.24164  -5.46251  0.082
H  -5.29122  -0.48143  -5.38687  0.141
H  -4.82915  -3.14686  -5.61466  0.111
H  -3.22881  -2.81647  -5.22937  0.107
H  -4.16024  -1.93895  -9.01237  0.084
H  -5.41241  -1.32760  -8.09916  0.069
H  -5.39825  -2.97916  -8.19768  0.079
H  -4.50818  -1.93906  -2.98414  0.039
H  -5.93252  -2.00445  -3.72185  0.067
C  -5.18011  1.95465  -1.70010  -0.069
C  -5.95108  1.65864  -0.44274  -0.434
C  -7.37167  1.33563  -0.90655  -0.210
O  -8.20745  1.25649  0.21455  -0.174
C  -8.55461  2.40059  0.99571  -0.096
N  -5.31998  0.51648  0.15123  0.063
H  -4.95030  1.09555  -2.33037  0.051
H  -4.18971  2.29408  -1.39680  0.058
H  -5.55364  2.74801  -2.34751  0.084
H  -5.95635  2.46855  0.28672  0.120
H  -7.52593  0.40788  -1.45753  0.131
H  -7.58986  2.04596  -1.70401  0.114
H  -8.17726  2.44093  2.01751  0.068
H  -9.64025  2.44430  1.08274  0.082
H  -8.25117  3.38115  0.62892  0.090
H  -5.33302  -0.33234  -0.39597  0.060
H  -5.91918  0.28503  0.93064  0.070
C  2.44296  -7.49437  3.27569  -0.083
C  3.12796  -8.75623  3.78918  -0.418
C  4.66738  -8.78727  3.58177  -0.143
O  5.21324  -9.92893  4.35773  -0.228
C  6.62281  -9.90884  4.41698  -0.124
N  2.96867  -8.55391  5.21149  0.007
H  2.57913  -7.28654  2.21439  0.068
H  2.72385  -6.58833  3.81261  0.077
H  1.35631  -7.48860  3.36092  0.071
H  2.69770  -9.72910  3.55148  0.138
H  5.14572  -7.87600  3.94075  0.119
H  5.05350  -8.98551  2.58191  0.119
H  6.95332  -10.37705  5.34415  0.084
H  7.13349  -8.94606  4.39836  0.085
H  6.84198  -10.55247  3.56505  0.088
H  2.00549  -8.80712  5.37964  0.075
H  3.45038  -9.32226  5.65613  0.065

**Electronic energy**: -110079.7351 eV
**HOMO-LUMO gap**: 8.7 eV
**Total charge**: 0
**Energy relative to the best compared isomer or geometry (same formula, charge and spin)**: 250.5 kcal/mol
**Max |F|**: 0.0791 Eh/bohr